Density functional theory data (ωB97M-V/def2-TZVPD) for a structure of composition C42H47ClIrN9O3S2 at a distorted geometry.

- Energy above the lowest of the compared OMol25 structures with the same formula, charge and spin: 2.638 eV
- DFT total energy: -100874.5625 eV
- Kohn-Sham gap (spin up / spin down): 4.80 / 2.25 eV
- Highest occupied orbital energy (spin up / spin down): -14.0 / -14.0 eV
- <S²>: 8.788

ORCA input file:
```
! RIJCOSX wB97M-V def2-TZVPD def2/J DEFGRID3
* xyz 3 6
Ir 0.125 -0.352 1.791
Cl -0.041 5.571 -5.089
S 2.115 0.212 3.213
S -0.882 -1.494 4.993
O 5.667 -1.163 -3.961
O -0.721 -1.620 3.489
O -4.369 -3.821 -2.286
N -2.764 -5.239 -3.020
N 3.054 0.742 -1.408
N -0.555 1.483 3.079
N 3.453 -0.516 -1.223
N -0.819 -2.214 0.617
N 1.857 1.314 5.590
N 0.096 1.710 4.189
N -1.344 1.005 0.594
N 1.790 -0.195 0.146
C -2.060 1.869 1.339
C 2.297 2.360 -5.102
C -4.411 1.363 5.418
C 3.587 -0.097 -4.146
C -2.797 -3.443 0.097
C -3.013 1.105 -1.109
C -3.261 -4.298 -2.211
C -3.444 1.303 6.412
C 0.384 1.866 -3.734
C -2.313 -3.733 -1.174
C -2.092 4.685 2.316
C 2.061 0.037 -4.089
C -1.801 3.829 4.552
C -1.803 0.660 -0.605
C 2.703 -1.072 -0.269
C -3.304 2.339 0.912
C 2.059 0.913 -0.584
C 1.595 1.447 -4.305
C 4.347 -1.300 -3.498
C 3.476 -2.833 -5.354
C 0.582 4.017 -4.782
C -1.455 2.304 2.599
C -2.106 5.076 5.061
C -2.373 0.433 6.288
C 4.549 -1.071 -1.965
C -1.025 -3.318 -1.494
C -1.796 3.603 3.167
C 4.922 -3.774 -3.555
C -1.765 -3.026 5.430
C -2.007 -2.705 0.962
C 3.823 -2.740 -3.860
C -2.360 5.934 2.832
C -0.129 3.119 -3.974
C -3.794 1.939 -0.319
C -4.313 0.557 4.294
C -2.288 -0.370 5.165
C 2.586 -3.138 -3.053
C 1.254 1.148 4.415
C -0.336 -2.545 -0.577
C -3.246 -0.316 4.167
C -2.370 6.140 4.207
C 1.806 3.625 -5.335
H 4.865 -2.001 -1.493
H -2.558 6.765 2.172
H -1.942 -3.023 6.501
H 1.477 1.938 6.284
H 3.232 2.078 -5.557
H -5.251 2.032 5.520
H -3.157 -0.955 3.299
H 5.839 -3.565 -4.097
H 0.637 -2.155 -0.830
H -0.573 -3.546 -2.447
H 1.773 -2.431 -3.184
H -2.142 5.227 6.129
H 4.294 -2.514 -5.995
H 1.651 -0.310 -3.141
H -2.707 -3.085 4.892
H 2.812 1.011 5.704
H -1.162 0.019 -1.194
H 2.817 -3.236 -1.996
H -3.526 1.932 7.283
H -1.128 -3.865 5.170
H -1.870 -5.674 -2.871
H 2.855 -2.053 0.134
H -0.171 1.182 -3.107
H -4.751 2.293 -0.672
H 4.579 -4.763 -3.850
H 4.022 0.788 -3.679
H -1.616 0.374 7.053
H -5.071 0.593 3.524
H 1.607 -0.578 -4.873
H -3.330 0.804 -2.096
H 5.164 -3.815 -2.496
H 2.357 4.317 -5.952
H 5.386 -0.368 -1.909
H 3.885 -0.092 -5.195
H 2.594 -2.250 -5.605
H 5.740 -1.439 -4.885
H -2.582 7.121 4.607
H 2.244 -4.110 -3.403
H -3.377 -5.656 -3.706
H -1.076 3.417 -3.554
H -3.785 -3.769 0.381
H 3.263 -3.870 -5.606
H -1.608 3.012 5.228
H 1.523 1.833 -0.497
H -3.866 3.011 1.543
H -2.056 4.560 1.244
H -2.342 -2.494 1.964
*
```

Density functional theory data (ωB97M-V/def2-TZVPD) for a structure of composition C42H47N11O3S2SeTi.

- Energy above the lowest of the compared OMol25 structures with the same formula, charge and spin: 0.840 eV
- DFT total energy: -176975.0998 eV
- Kohn-Sham gap: 6.53 eV
- Highest occupied orbital energy: -13.0 eV

ORCA input file:
```
! RIJCOSX wB97M-V def2-TZVPD def2/J DEFGRID3
* xyz 2 1
Se 0.031 -2.173 0.719
Ti -0.231 0.514 0.018
S -1.338 2.916 -0.669
S 2.071 0.444 0.169
O -0.358 1.943 -1.344
O -1.465 2.188 0.631
O -2.521 3.095 -1.436
N 0.327 1.496 4.300
N -4.983 -2.399 1.190
N 2.608 -2.365 1.990
N 3.585 3.833 2.990
N 2.678 -2.921 -0.124
N -0.077 0.716 2.240
N -2.320 -0.369 -0.190
N -0.586 0.513 4.328
N 1.443 3.123 1.359
N -4.988 -1.016 -0.643
N 0.358 -0.415 -2.064
C -0.068 -0.968 -4.355
C -0.826 0.053 3.109
C 2.348 4.009 0.969
C -4.318 -1.551 0.379
C 2.672 2.957 3.389
C 0.564 6.331 -1.381
C 2.672 -4.492 -2.087
C 3.422 4.356 1.782
C 5.186 -3.410 -0.227
C 0.420 7.033 -0.182
C 0.061 5.051 -1.523
C 0.794 -5.902 -1.097
C 0.955 8.429 -0.057
C 2.130 -3.193 4.294
C 6.305 -3.415 0.580
C 1.887 -2.478 0.867
C 2.912 1.214 -4.232
C 3.727 1.752 -3.276
C 3.976 -3.058 0.368
C 3.452 1.543 -1.914
C 6.244 -3.070 1.937
C 2.298 -5.685 -1.211
C -0.574 4.460 -0.437
C 1.469 0.287 -2.497
C 2.229 -3.156 -1.502
C 5.052 -2.704 2.528
C 3.925 -2.707 1.713
C 1.132 -4.311 3.983
C 2.121 -2.019 3.321
C -2.996 0.143 -1.230
C -0.337 -1.089 -2.966
C 1.608 2.600 2.569
C 1.523 -5.227 2.823
C -2.971 -1.211 0.607
C 1.780 0.458 -3.857
C 0.616 1.615 3.028
C -1.402 -2.081 -2.604
C 2.350 0.821 -1.527
C -0.241 6.417 0.880
C -0.742 5.132 0.763
C 0.940 -0.179 -4.801
C -4.327 -0.185 -1.428
H -2.433 -1.670 1.424
H 2.157 -4.568 -3.051
H 1.143 -3.152 -1.445
H 0.429 9.103 -0.735
H 2.771 -6.579 -1.622
H 4.125 1.934 -1.161
H 1.914 -2.771 5.279
H 3.135 -3.616 4.364
H -2.349 -1.821 -3.077
H -4.869 0.246 -2.261
H 5.003 -2.423 3.570
H -1.537 -2.203 -1.539
H -0.365 6.953 1.812
H 0.142 -3.878 3.803
H 0.570 -6.761 -0.466
H -0.697 -1.517 -5.043
H 2.215 4.458 -0.010
H 4.600 2.324 -3.560
H 1.063 6.801 -2.219
H 5.270 -3.661 -1.271
H -1.248 4.657 1.593
H 0.842 8.811 0.955
H 2.784 2.527 4.377
H -1.511 -0.745 2.900
H 2.013 8.465 -0.322
H 0.160 4.520 -2.462
H 0.943 -6.149 2.851
H 2.726 -5.557 -0.212
H -4.508 -2.966 1.867
H 3.128 1.344 -5.284
H 1.034 -4.919 4.884
H -1.102 -3.048 -3.016
H 1.106 -1.652 3.187
H 2.737 -1.196 3.692
H 7.149 -3.083 2.527
H 2.578 -5.504 2.884
H 0.349 -6.087 -2.077
H 3.732 -4.502 -2.329
H 2.533 -2.306 -2.120
H 1.133 -0.059 -5.860
H 7.259 -3.687 0.150
H -5.922 -2.654 0.931
H -1.009 0.234 5.201
H 0.287 -5.039 -0.654
H -2.484 0.798 -1.914
H 4.161 5.075 1.449
H 1.349 -4.775 1.845
*
```